Computed, not measured: a 2-piece molecular cluster, H2INP2 overall in a non-equilibrium geometry, with ωB97M-V/def2-TZVPD.

```
6
Properties=species:S:1:pos:R:3
N -0.2467 -1.3613 0.9649
P -1.1959 -0.2535 0.6442
P 2.1356 0.5693 -0.4185
I 0.5458 1.9239 -1.7392
H -2.4511 -0.4852 1.1943
H 1.2123 -0.3931 -0.6457
```

Results
- energy above the lowest of the compared OMol25 structures with the same formula, charge and spin (kcal/mol) = 79.2
- E (Ha) = -1036.20717
- HOMO energy (spin up / spin down) (eV) = -9.105 / -8.583
- orbital gap (spin up / spin down) (eV) = 7.516 / 7.034

Here are the Mulliken charges for atoms 1 to 5, given in e: atom 1 (N): -0.293, atom 2 (P): 0.195, atom 3 (P): -0.006, atom 4 (I): -0.029, atom 5 (H): 0.095